Model i:
Below is an isolated molecule of C5H13NS, with properties calculated with ωB97M-V/def2-TZVPD.

The geometry in ORCA input format:
```
! wB97M-V def2-TZVPD RIJCOSX def2/J DEFGRID3
* xyz 0 1
C 1.3881 0.4666 -1.3776
N 1.0451 0.9610 -0.0638
C 0.3087 0.0873 0.8299
C -1.1575 -0.1000 0.3741
S -1.7602 -1.8204 0.2636
C 0.4760 0.5100 2.2782
C 1.4562 1.5871 -2.3871
H 2.3724 0.0012 -1.3151
H 0.7988 -0.3755 -1.7563
H 0.6825 1.9044 -0.0732
H 0.7920 -0.8624 0.7634
H -1.7619 0.4695 1.0880
H -1.4194 0.3320 -0.5886
H -0.5942 -2.4049 0.5647
H 0.7461 1.5461 2.4621
H -0.4177 0.4665 2.9023
H 1.3354 0.0030 2.7155
H 0.5525 2.2033 -2.4413
H 2.2211 2.3355 -2.1683
H 1.6196 1.1818 -3.3839
*
```

Its structure (SMILES) is CCN[C@@H](C)CS. The gap between HOMO and LUMO comes out at 9.56 eV.

Mulliken population analysis, charges in e, atoms 1 to 2: -0.305, -0.411


Model ii:
Below is an isolated molecule of C5H13NS, with properties calculated with ωB97M-V/def2-TZVPD.

The geometry in ORCA input format:
```
! wB97M-V def2-TZVPD RIJCOSX def2/J DEFGRID3
* xyz 0 1
C -1.2789 0.0598 0.1005
C -2.4973 -0.8404 0.1756
S -2.4733 -1.9434 -1.3514
C 0.1203 -0.5513 -0.0590
N 1.1140 0.3124 0.5646
C 1.1135 1.7367 0.2713
C 2.4446 -0.2604 0.3653
H -1.2454 0.6489 1.0238
H -1.3905 0.8033 -0.6985
H -2.4132 -1.6041 0.9483
H -3.4700 -0.3809 0.1085
H -2.4590 -0.8911 -2.2250
H 0.3562 -0.7367 -1.1153
H 0.1396 -1.4952 0.4843
H 0.2862 2.2112 0.7872
H 2.0811 2.0827 0.6495
H 1.1779 1.9977 -0.7965
H 2.4402 -1.3462 0.3759
H 2.7890 0.0038 -0.6529
H 3.1650 0.1930 1.0436
*
```

Its structure (SMILES) is CN(C)CCCS. The gap between HOMO and LUMO comes out at 9.29 eV.

Mulliken population analysis, charges in e, atoms 1 to 2: -0.603, -0.878


Model iii:
Below is a cluster of 2 separate species, C5H13NS in total, with properties calculated with ωB97M-V/def2-TZVPD.

The geometry in ORCA input format:
```
! wB97M-V def2-TZVPD RIJCOSX def2/J DEFGRID3
* xyz 0 1
C 0.8371 0.4305 1.7219
C 1.0136 1.7374 -0.6631
C -2.0865 0.7732 0.3796
C -1.5104 0.0062 -0.8847
C -0.1965 -0.8288 -0.5035
N 2.8625 -1.5360 -0.4710
S 1.1927 0.2038 0.0781
H 1.1482 -0.3434 2.3700
H 1.2967 1.4751 1.9485
H 0.9750 1.8893 -1.8056
H 1.8716 2.3760 -0.3785
H -2.2641 0.0135 1.1725
H -1.3655 1.5698 0.8312
H -2.7621 1.4606 -0.1453
H -1.3074 0.8161 -1.5965
H -2.0680 -0.8315 -1.3006
H -0.4383 -1.3786 0.4707
H -0.0858 -1.5204 -1.2870
H 2.8194 -2.2191 0.2148
H 3.8526 -1.1554 -0.2133
*
```

The gap between HOMO and LUMO (spin up / spin down) comes out at 6.73 / 6.73 eV.

Mulliken population analysis, charges in e, atoms 1 to 2: -0.854, -0.914


Model iv:
Below is an isolated molecule of C5H13NS, with properties calculated with ωB97M-V/def2-TZVPD.

The geometry in ORCA input format:
```
! wB97M-V def2-TZVPD RIJCOSX def2/J DEFGRID3
* xyz 0 1
C -0.4433 0.4999 0.9178
C -1.8731 -0.0942 0.8482
S -2.7505 -0.1682 -0.7164
C 0.4593 -0.1021 -0.1338
N 1.8455 0.3092 -0.0213
C 2.5763 0.3305 -1.2610
C 2.5588 -0.3433 1.0430
H -0.1383 0.2011 1.9206
H -0.4717 1.5868 0.8759
H -1.8026 -1.1470 1.1436
H -2.5185 0.3359 1.6163
H -2.9961 1.1409 -0.8721
H 0.1079 0.1638 -1.1294
H 0.3752 -1.2031 -0.0751
H 2.0071 0.8665 -2.0175
H 3.5084 0.8774 -1.1361
H 2.7905 -0.6708 -1.6733
H 1.9353 -0.3908 1.9291
H 2.8407 -1.3752 0.7820
H 3.4660 0.2039 1.2874
*
```

Its structure (SMILES) is CN(C)CCCS. The gap between HOMO and LUMO comes out at 9.27 eV.

Mulliken population analysis, charges in e, atoms 1 to 2: -0.266, -0.945


Relative energies, eV: model i 0.218; model ii 0.357; model iii 7.567; model iv 0.000.


Model i:
Below is a cluster of 2 separate species, C5H13NS in total, with properties calculated with ωB97M-V/def2-TZVPD.

The geometry in ORCA input format:
```
! wB97M-V def2-TZVPD RIJCOSX def2/J DEFGRID3
* xyz 0 1
C -0.5116 -1.0990 3.6595
C 0.7000 -1.8582 1.8606
N -0.0797 -2.2671 2.9388
H 0.2935 -0.6558 4.2621
H -1.3313 -1.3333 4.3384
H -0.8653 -0.2765 3.0214
H 1.2690 -0.9371 1.9200
H 1.2862 -2.6677 1.4315
H -0.3700 -1.8613 1.3845
C 0.0145 1.6654 -3.4355
C -0.3984 2.1873 -2.0552
C 0.3801 1.4532 -0.9601
S -0.0379 -0.3108 -0.9355
H 1.0823 1.8170 -3.6116
H -0.5432 2.1287 -4.2471
H -0.1358 0.5881 -3.4679
H -0.2545 3.2641 -1.9435
H -1.4664 1.9665 -1.9858
H 0.1188 1.8975 0.0060
H 1.4577 1.5750 -1.0617
*
```

The gap between HOMO and LUMO comes out at 4.67 eV.

Mulliken population analysis, charges in e, atoms 1 to 2: -0.729, -0.356


Model ii:
Below is an isolated molecule of C5H13NS, with properties calculated with ωB97M-V/def2-TZVPD.

The geometry in ORCA input format:
```
! wB97M-V def2-TZVPD RIJCOSX def2/J DEFGRID3
* xyz 0 1
C -0.1263 -1.3784 -2.1201
N 0.3004 -0.8785 -0.8237
C -0.4110 0.2776 -0.2953
C 0.2423 0.8171 0.9952
C 1.7468 0.6933 1.0406
S 2.4747 0.9717 2.7013
C -1.9194 0.0707 -0.0954
H -1.0548 -0.8946 -2.4635
H 0.6453 -1.2161 -2.8775
H -0.3787 -2.4382 -2.0579
H 0.3322 -1.6141 -0.1280
H -0.3227 1.0672 -1.0607
H -0.0854 1.8526 1.0524
H -0.1760 0.2806 1.8520
H 2.1412 -0.2549 0.6947
H 2.2052 1.3815 0.3137
H 1.3055 1.1513 3.3259
H -2.4288 0.0307 -1.0442
H -2.1844 -0.8196 0.4839
H -2.3058 0.9000 0.5065
*
```

Its structure (SMILES) is CN[C@@H](C)CCS. The gap between HOMO and LUMO comes out at 9.65 eV.

Mulliken population analysis, charges in e, atoms 1 to 2: -0.891, -0.274


Relative energies, eV: model i 4.899; model ii 0.000.


Model i:
Below is an isolated molecule of CH3Cl2PS, with properties calculated with ωB97M-V/def2-TZVPD.

The geometry in ORCA input format:
```
! wB97M-V def2-TZVPD RIJCOSX def2/J DEFGRID3
* xyz 0 1
C -1.1028 -0.0639 0.0417
P 0.8242 -0.1651 0.1196
S 1.7521 -1.8149 0.6888
Cl 1.3012 0.4968 -1.7383
Cl 1.4105 1.4694 1.1701
H -1.1382 -0.1467 -1.1159
H -1.7112 -0.7521 0.5575
H -1.3358 0.9765 0.2764
*
```

Its structure (SMILES) is CP(=S)(Cl)Cl. The gap between HOMO and LUMO comes out at 9.72 eV.

Mulliken population analysis, charges in e, atoms 1 to 2: -0.799, 0.673


Model ii:
Below is a cluster of 2 separate species, CH3Cl2PS in total, with properties calculated with ωB97M-V/def2-TZVPD.

The geometry in ORCA input format:
```
! wB97M-V def2-TZVPD RIJCOSX def2/J DEFGRID3
* xyz 0 1
C 1.5991 1.3288 -0.3352
P -1.3669 -0.8502 0.2884
S -0.5687 -2.3673 1.4235
Cl -3.1150 -0.5785 1.1600
Cl -1.9032 -1.8785 -1.3705
H 1.5214 2.1531 0.4866
H 2.1935 0.4626 -0.3015
H 1.6398 1.7300 -1.3513
*
```

The gap between HOMO and LUMO (spin up / spin down) comes out at 9.55 / 6.14 eV.

Mulliken population analysis, charges in e, atoms 1 to 2: -0.897, 0.505


Relative energies, eV: model i 0.000; model ii 3.618.


Model i:
Below is a cluster of 6 separate species, H13O6 in total, with properties calculated with ωB97M-V/def2-TZVPD.

The geometry in ORCA input format:
```
! wB97M-V def2-TZVPD RIJCOSX def2/J DEFGRID3
* xyz 1 1
O -0.2439 0.1426 -1.9727
H -0.0196 0.0089 -2.9004
H 0.6025 0.1943 -1.5000
O 0.3324 2.0435 0.0350
H 0.0943 2.9535 0.2482
H -0.0129 1.8891 -0.8581
O -1.5785 0.9084 1.7943
H -0.7950 1.4512 1.5807
H -1.7159 1.0240 2.7415
O 0.4651 -2.3872 0.3388
H 1.1247 -3.0430 0.5966
H 0.9377 -1.6748 -0.1434
O 2.0075 -0.2195 -0.4558
H 1.6621 0.5585 0.0195
H 2.6780 -0.6106 0.1164
O -1.5902 -0.9455 0.0963
H -0.8323 -1.5890 0.2773
H -1.4690 -0.5355 -0.7901
H -1.6471 -0.1687 0.7760
*
```

The gap between HOMO and LUMO comes out at 12.95 eV.

Mulliken population analysis, charges in e, atoms 1 to 2: -0.687, 0.318


Model ii:
Below is a structure of composition H13O6, with properties calculated with ωB97M-V/def2-TZVPD.

The geometry in ORCA input format:
```
! wB97M-V def2-TZVPD RIJCOSX def2/J DEFGRID3
* xyz 1 1
O 0.0380 0.2544 -1.7128
H 0.3067 0.2370 -2.6375
H 0.3203 -0.6034 -1.3459
O 1.3839 1.8276 0.2244
H 2.0657 2.4774 0.0287
H 1.0456 1.4409 -0.5907
O -1.1883 1.6880 0.9155
H -0.2473 1.8497 0.7260
H -1.4271 2.1488 1.7109
O -0.4565 -1.9729 0.9636
H -0.6643 -2.9030 0.8557
H 0.4971 -1.8673 0.7730
O 1.4047 -1.3262 0.2015
H 1.6281 -0.4994 0.6372
H 2.2182 -1.8287 0.1403
O -1.9902 -0.4090 -0.2237
H -1.2272 -0.8881 0.3207
H -1.7421 -0.1660 -1.1413
H -1.9650 0.5402 0.1545
*
```

The gap between HOMO and LUMO comes out at 12.28 eV.

Mulliken population analysis, charges in e, atoms 1 to 2: -0.765, 0.295


Relative energies, eV: model i 0.000; model ii 1.046.